*A*
This record from the OMol25 dataset describes a molecular structure, C23H17Cl3N3O5PtSe. The level of theory is ωB97M-V/def2-TZVPD.

The geometry in ORCA input format:
```
! wB97M-V def2-TZVPD RIJCOSX def2/J DEFGRID3
* xyz -1 1
H 0.004 -4.156 -2.820
H 2.937 -3.163 3.147
O 0.251 3.703 -1.233
Cl 9.169 2.423 -1.545
C 1.483 -3.186 0.079
Pt 0.288 0.814 -1.503
C -1.743 -1.879 1.615
C 0.998 -4.050 -0.927
H -0.914 1.574 3.163
C 2.353 -1.403 2.035
C -1.474 0.506 1.392
C -1.363 -1.784 2.953
Se -1.954 3.046 -2.922
C -1.061 -0.549 3.499
H -2.413 -2.897 0.202
C -1.769 -0.726 0.815
C 0.297 -2.132 -2.149
C -3.739 4.011 0.728
C 8.665 3.454 -2.814
H 2.159 -4.737 1.414
H -5.710 1.533 0.065
C 1.346 -1.795 -0.112
Cl 8.050 2.511 -4.092
H -4.281 1.396 -1.950
C -0.197 2.718 -1.696
H -1.529 1.392 0.772
H -0.777 -0.486 4.543
C -3.087 3.092 -1.384
H 1.086 -5.121 -0.788
C -2.081 -0.852 -0.648
C -4.119 2.175 -1.219
N -4.735 3.144 0.893
N 0.750 -1.299 -1.242
C 1.793 -0.909 0.894
N 2.174 1.113 -1.630
C 2.496 -2.794 2.230
C -4.905 2.247 -0.080
C -2.902 4.035 -0.378
H -2.112 4.771 -0.453
O -1.724 0.087 -1.437
C -1.129 0.607 2.728
O -2.064 -3.088 1.115
H -3.600 4.736 1.525
H -1.324 -2.690 3.544
C 0.410 -3.530 -2.038
Cl 5.546 1.769 -1.387
H 2.680 -0.717 2.805
H 1.661 0.155 0.748
C 2.070 -3.666 1.274
H -0.211 -1.685 -2.994
O -2.671 -1.881 -1.034
O 2.641 2.183 -1.945
H 4.283 1.979 -1.757
*
```

Results
* M: 795.80 u

Atomic partial charges in e from the Löwdin method, atoms 1 to 6: atom 1 (H): 0.11, atom 2 (H): 0.10, atom 3 (O): -0.07, atom 4 (Cl): 0.47, atom 5 (C): -0.15, atom 6 (Pt): 1.06



*B*
This record from the OMol25 dataset describes a molecular structure, C23H17Cl3N3O5PtSe. The level of theory is ωB97M-V/def2-TZVPD.

The geometry in ORCA input format:
```
! wB97M-V def2-TZVPD RIJCOSX def2/J DEFGRID3
* xyz -1 1
H 2.220 -4.911 1.682
C -1.085 0.412 2.207
Cl 8.109 1.482 0.767
H -1.121 -4.649 -1.735
C -3.378 3.354 0.463
H 0.585 -0.208 5.079
H 1.539 -0.083 0.741
C 6.946 2.095 1.863
H -1.375 -2.199 -2.074
C -3.835 2.412 -0.455
C -4.847 1.555 -0.033
C 0.985 -2.096 0.201
H 0.076 1.654 3.515
O -0.536 3.277 -1.392
H -1.312 1.204 1.505
C 2.578 -1.541 1.911
Cl 4.327 1.087 0.019
H -2.432 -3.040 1.881
C -0.493 -3.968 -1.179
C -0.537 -1.652 3.978
Se -3.103 2.277 -2.208
C 2.778 -2.912 2.180
C 0.407 -4.404 -0.257
Pt -0.478 0.367 -1.099
C -1.593 -0.858 1.950
O -1.830 -3.133 2.673
C 1.174 -3.468 0.471
C 1.706 -1.132 0.945
N -4.921 2.585 2.136
H -3.585 4.112 2.456
C -3.942 3.389 1.729
H -6.139 1.021 1.588
H 4.856 1.172 -1.142
H 3.469 -3.210 2.958
H 0.534 -5.460 -0.051
C -0.030 -0.386 4.204
H -2.593 4.049 0.196
O 1.369 1.080 -2.978
C -5.352 1.687 1.248
O -2.365 -0.306 -0.251
C -1.335 -1.895 2.861
C -0.309 0.660 3.327
N 1.294 0.742 -1.832
C -2.388 -1.147 0.705
C -0.636 -2.584 -1.384
Cl 6.630 0.921 3.063
H 3.114 -0.801 2.493
C 2.091 -3.855 1.476
H -5.208 0.772 -0.685
O -3.034 -2.216 0.666
N 0.074 -1.686 -0.741
C -1.051 2.220 -1.464
H -0.332 -2.473 4.654
*
```

Results
* M: 795.80 u

Atomic partial charges in e from the Löwdin method, atoms 1 to 6: atom 1 (H): 0.11, atom 2 (C): -0.04, atom 3 (Cl): 0.47, atom 4 (H): 0.11, atom 5 (C): -0.12, atom 6 (H): 0.10



Most favorable first, least favorable last: *A*, *B*



*A*
This record from the OMol25 dataset describes 2 unconnected molecules or ions with the total composition C5H11OS. The level of theory is ωB97M-V/def2-TZVPD.

The geometry in ORCA input format:
```
! wB97M-V def2-TZVPD RIJCOSX def2/J DEFGRID3
* xyz -1 1
S 1.031 0.657 0.908
C 1.825 0.517 -0.734
H -2.677 1.138 2.730
H 2.126 1.513 -1.064
C -1.455 -0.181 1.633
H -0.948 1.588 2.768
C 0.953 -0.119 -1.813
C 0.446 -1.505 -1.456
H -0.156 -1.902 -2.280
H -0.170 -1.455 -0.566
H 0.104 0.548 -1.976
H 1.517 -0.151 -2.753
O -2.136 -0.700 0.766
H -0.838 -0.811 2.292
H 2.747 -0.060 -0.606
C -1.758 1.211 2.146
H -1.900 1.895 1.314
H 1.288 -2.185 -1.311
*
```

Results
* M: 119.21 u

Atomic partial charges in e from the Löwdin method, atoms 1 to 6: atom 1 (S): 0.36, atom 2 (C): -0.72, atom 3 (H): 0.06, atom 4 (H): 0.03, atom 5 (C): -0.52, atom 6 (H): 0.04



*B*
This record from the OMol25 dataset describes a molecular structure, C5H11OS. The level of theory is ωB97M-V/def2-TZVPD.

The geometry in ORCA input format:
```
! wB97M-V def2-TZVPD RIJCOSX def2/J DEFGRID3
* xyz -1 1
H 4.160 -0.720 -0.380
H -2.211 0.119 1.684
C 3.133 -0.413 -0.541
H -0.955 1.668 -0.365
H 1.326 -0.642 0.624
C 0.711 0.575 0.473
H -0.032 0.489 -1.423
H 3.054 0.425 -1.108
O -3.610 -0.998 0.782
H -3.015 1.095 0.443
C -2.720 0.014 0.757
C -1.671 -0.334 -0.354
H 2.604 -1.336 -0.955
S 2.638 -0.093 1.141
H -2.109 -0.332 -1.387
C -0.479 0.674 -0.422
H 0.642 1.255 1.324
H -1.467 -1.447 -0.293
*
```

Results
* M: 119.21 u

Atomic partial charges in e from the Löwdin method, atoms 1 to 6: atom 1 (H): 0.01, atom 2 (H): 0.06, atom 3 (C): -0.49, atom 4 (H): 0.10, atom 5 (H): -0.05, atom 6 (C): -0.28



Most favorable first, least favorable last: *A*, *B*



*A*
This record from the OMol25 dataset describes a gas-phase ion, C7H11N2O2 (charge +1). The level of theory is ωB97M-V/def2-TZVPD.

The geometry in ORCA input format:
```
! wB97M-V def2-TZVPD RIJCOSX def2/J DEFGRID3
* xyz 1 1
H 0.077 1.585 1.427
H -0.560 1.250 3.464
H -1.828 -1.889 -0.710
N -0.866 -0.547 -1.844
H 1.234 0.767 3.139
C 0.821 1.269 -1.174
C 0.243 -0.164 -0.765
C 0.153 0.587 3.068
C 0.020 -0.408 0.721
H 2.150 -1.541 -0.663
C -2.107 -0.980 -1.214
C 1.735 -0.516 -0.687
H -0.854 0.362 -2.247
O 3.288 1.252 -0.558
H -0.303 -1.083 -2.515
C 2.211 0.818 -0.709
O 0.376 1.987 -2.055
N 0.001 0.606 1.623
H -2.681 -0.200 -0.705
H -0.096 -0.319 3.392
H -0.016 -1.541 0.951
H -2.997 -1.295 -1.939
*
```

Results
* M: 155.18 u
* structure (SMILES): C/[NH+]=C/[C@]1([NH2+]C)C=C([O-])C1=O

Atomic partial charges in e from the Löwdin method, atoms 1 to 6: atom 1 (H): 0.15, atom 2 (H): 0.10, atom 3 (H): 0.09, atom 4 (N): 0.09, atom 5 (H): 0.13, atom 6 (C): -0.21



*B*
This record from the OMol25 dataset describes a gas-phase ion, C7H11N2O2 (charge +1). The level of theory is ωB97M-V/def2-TZVPD.

The geometry in ORCA input format:
```
! wB97M-V def2-TZVPD RIJCOSX def2/J DEFGRID3
* xyz 1 1
O 0.690 0.627 -3.136
O -0.423 1.781 -1.625
C 0.545 -0.896 1.398
C 0.251 1.435 1.073
C 1.211 -1.164 -1.289
H -2.122 0.709 -0.252
H 2.475 -0.087 -4.254
C -1.665 0.123 0.509
H -0.239 2.204 0.317
H -0.012 -1.124 2.395
H 1.461 -0.583 1.763
H -2.067 -0.910 0.253
C 1.735 -1.274 -2.392
H -1.920 0.554 1.443
N 0.473 -0.143 -0.850
N -0.123 0.127 0.501
H 0.652 -1.827 0.794
H 1.070 -1.111 -4.301
H -0.110 1.583 2.034
H 1.277 1.551 1.090
C 1.620 -0.519 -3.600
C 0.248 0.825 -1.903
*
```

Results
* M: 155.18 u
* structure (SMILES): C[N+](C)(C)N1C#CCOC1=O

Atomic partial charges in e from the Löwdin method, atoms 1 to 6: atom 1 (O): 0.10, atom 2 (O): 0.12, atom 3 (C): 0.03, atom 4 (C): 0.00, atom 5 (C): -0.01, atom 6 (H): 0.09



Most favorable first, least favorable last: *A*, *B*



*A*
This record from the OMol25 dataset describes C3HN3O2 in the gas phase. The level of theory is ωB97M-V/def2-TZVPD.

The geometry in ORCA input format:
```
! wB97M-V def2-TZVPD RIJCOSX def2/J DEFGRID3
* xyz 0 1
O 1.383 1.953 0.846
H -2.673 0.095 -0.194
O 2.479 -0.848 -0.313
N 1.290 -0.817 -0.181
N -0.920 -1.242 -0.456
N 0.299 -1.370 -0.450
C -0.741 0.903 0.323
C 0.429 1.360 0.556
C -1.545 -0.033 -0.132
*
```

Results
* M: 111.06 u
* structure (SMILES): O=C=C=C/N=N\N=O

Atomic partial charges in e from the Löwdin method, atoms 1 to 6: atom 1 (O): 0.16, atom 2 (H): 0.14, atom 3 (O): 0.10, atom 4 (N): -0.08, atom 5 (N): 0.04, atom 6 (N): 0.04



*B*
This record from the OMol25 dataset describes 2 unconnected molecules or ions with the total composition C3HN3O2. The level of theory is ωB97M-V/def2-TZVPD.

The geometry in ORCA input format:
```
! wB97M-V def2-TZVPD RIJCOSX def2/J DEFGRID3
* xyz 0 1
N 0.078 1.804 0.620
C -1.203 -0.279 -0.085
C -1.678 -1.210 0.742
N 2.079 0.381 -0.532
N -2.128 -1.944 1.507
C -0.551 0.881 0.251
H -1.504 -0.452 -1.117
O 2.708 0.865 0.237
O 2.200 -0.046 -1.623
*
```

Results
* M: 111.06 u

Atomic partial charges in e from the Löwdin method, atoms 1 to 6: atom 1 (N): 0.21, atom 2 (C): -0.07, atom 3 (C): -0.24, atom 4 (N): -0.30, atom 5 (N): 0.21, atom 6 (C): -0.21



Most favorable first, least favorable last: *B*, *A*



*A*
This record from the OMol25 dataset describes 2 unconnected molecules or ions with the total composition H4N2OS. The level of theory is ωB97M-V/def2-TZVPD.

The geometry in ORCA input format:
```
! wB97M-V def2-TZVPD RIJCOSX def2/J DEFGRID3
* xyz 0 1
O -2.827 -0.954 -0.557
H 1.786 -0.557 1.550
H 1.868 0.037 0.539
H 1.867 -1.693 0.234
H -1.933 1.538 -0.091
N -1.323 0.910 0.337
N 1.369 -0.836 0.530
S -1.693 -0.518 0.221
*
```

Results
* M: 80.11 u

Atomic partial charges in e from the Löwdin method, atoms 1 to 6: atom 1 (O): -0.51, atom 2 (H): 0.09, atom 3 (H): -0.02, atom 4 (H): 0.02, atom 5 (H): -0.02, atom 6 (N): -0.30



*B*
This record from the OMol25 dataset describes H4N2OS in the gas phase. The level of theory is ωB97M-V/def2-TZVPD.

The geometry in ORCA input format:
```
! wB97M-V def2-TZVPD RIJCOSX def2/J DEFGRID3
* xyz 0 1
S -0.568 0.959 0.315
H -1.292 1.152 -1.630
N -0.412 1.043 -1.160
H -0.156 -1.542 0.368
H 0.369 -0.943 1.814
N 0.405 -0.837 0.809
O 0.807 1.727 0.756
H 1.532 1.667 0.090
*
```

Results
* M: 80.11 u

Atomic partial charges in e from the Löwdin method, atoms 1 to 6: atom 1 (S): 0.87, atom 2 (H): -0.01, atom 3 (N): -0.35, atom 4 (H): -0.03, atom 5 (H): -0.02, atom 6 (N): -0.14



Most favorable first, least favorable last: *A*, *B*



*A*
This record from the OMol25 dataset describes 6 unconnected molecules or ions with the total composition H13O6. The level of theory is ωB97M-V/def2-TZVPD.

The geometry in ORCA input format:
```
! wB97M-V def2-TZVPD RIJCOSX def2/J DEFGRID3
* xyz 1 1
H 0.323 0.916 -1.799
H 0.384 0.854 1.854
O 1.350 0.591 1.636
H 1.703 0.897 -0.021
O -1.406 0.867 0.987
H -1.037 1.041 0.088
O 1.858 0.868 -1.051
H -0.843 -1.882 -0.013
H -0.972 1.770 -1.772
H 1.933 1.193 2.135
H -1.968 -2.124 -1.103
H 0.646 -1.130 1.110
H 2.342 1.665 -1.343
H -1.010 -0.575 -1.166
H 0.843 -2.682 1.175
O -1.408 -1.397 -0.744
O 0.245 -1.965 0.884
O -0.705 0.827 -1.760
H -1.808 1.725 1.247
*
```

Results
* M: 109.10 u

Atomic partial charges in e from the Löwdin method, atoms 1 to 6: atom 1 (H): 0.08, atom 2 (H): 0.09, atom 3 (O): -0.08, atom 4 (H): 0.06, atom 5 (O): -0.06, atom 6 (H): 0.01



*B*
This record from the OMol25 dataset describes 6 unconnected molecules or ions with the total composition H13O6. The level of theory is ωB97M-V/def2-TZVPD.

The geometry in ORCA input format:
```
! wB97M-V def2-TZVPD RIJCOSX def2/J DEFGRID3
* xyz 1 1
H 2.805 -2.058 -0.443
O 2.183 -1.923 -1.161
O -1.510 -0.653 2.862
O 1.797 2.318 2.662
H 0.142 0.619 0.672
H 2.741 2.333 2.455
H 1.616 3.077 3.250
H 2.289 -2.728 -1.671
H -1.652 -1.563 3.190
O 0.201 0.848 1.637
H -3.660 -0.681 -4.963
H -0.501 -0.650 -1.178
O -2.838 -0.269 -5.287
H -0.207 0.061 2.088
O 0.004 0.063 -0.768
H -3.163 0.211 -6.072
H 0.934 1.371 2.135
H 0.720 0.285 -1.395
H -1.900 -0.659 1.986
*
```

Results
* M: 109.10 u

Atomic partial charges in e from the Löwdin method, atoms 1 to 6: atom 1 (H): 0.04, atom 2 (O): -0.05, atom 3 (O): -0.02, atom 4 (O): 0.04, atom 5 (H): 0.06, atom 6 (H): 0.11



Most favorable first, least favorable last: *B*, *A*